(1)
The following is a DFT calculation (wB97M-V/def2-TZVPD) of a 4-piece molecular cluster, C34H41BrClF6IO3Si2 overall in a non-equilibrium geometry.

Structure (XYZ):
```
89
Properties=species:S:1:pos:R:3:forces:R:3:mulliken_charge:R:1
H 2.738 3.368 2.483 1.05 0.40 1.75 0.25
C 0.277 0.798 -8.248 0.14 0.11 0.00 -0.45
C -1.525 -0.537 -7.370 -0.06 -0.04 0.02 -0.67
O 0.748 -1.169 4.795 -0.23 0.38 -2.37 -0.47
Si -0.810 -1.527 4.361 -1.62 -0.13 2.76 0.67
H -0.872 2.265 -5.206 -0.07 0.04 0.08 0.34
H -3.026 -1.147 -8.786 0.09 0.07 -0.02 0.36
C 5.275 0.657 -4.642 -0.08 -0.19 0.21 -0.46
H -3.864 0.902 5.062 0.78 -1.23 -0.95 0.33
H 3.434 1.570 -5.301 -0.01 -0.02 0.06 0.43
C 3.127 0.212 -3.675 0.95 -0.18 0.01 0.23
C -4.344 -1.162 4.404 -0.17 -0.48 0.20 0.14
O 3.832 0.724 1.180 -4.52 -0.34 0.24 -0.47
H -3.437 4.978 -3.078 0.03 -0.05 0.04 0.41
F 1.975 -3.407 1.699 2.50 1.36 -1.21 -0.18
H -1.321 0.689 5.456 -1.14 -1.10 -0.36 0.37
C -2.150 3.721 -4.271 0.05 -0.24 0.20 -0.61
H 4.657 1.908 3.861 -2.02 -0.77 -0.63 0.29
H -0.828 0.768 -3.234 -0.03 0.10 0.05 0.38
H 2.740 -3.045 4.145 0.69 1.53 -0.46 0.15
C -1.421 2.535 -4.310 0.04 -0.02 -0.03 -0.15
C -1.494 0.046 -9.707 -0.05 0.00 -0.17 -0.47
C -0.309 0.736 -9.502 -0.34 -0.35 0.58 0.31
C -2.092 2.042 -2.049 -0.02 -0.11 0.16 -0.54
Cl 1.092 -4.880 6.086 -1.06 0.76 -0.73 -0.21
H -2.003 -1.037 -6.533 0.05 0.06 -0.08 0.38
C 3.268 -2.988 1.333 1.40 -0.90 -0.43 0.79
H -6.483 -0.581 4.103 0.98 -0.63 -1.06 0.33
C -0.338 0.163 -7.175 -0.18 -0.07 -0.22 -0.22
C -3.326 0.059 4.482 0.06 0.93 0.86 -0.35
C -0.128 -4.262 4.852 -1.24 -0.75 -3.82 0.30
C 2.598 0.747 1.154 3.33 -0.06 0.30 0.00
C -2.857 4.064 -3.123 -0.10 0.15 0.04 -0.36
H 6.925 -0.418 -3.779 -0.11 0.02 0.00 0.37
H -2.202 -0.672 6.318 0.37 0.52 -1.46 0.39
C -2.102 -0.598 -8.636 0.28 0.15 0.16 -0.29
H 4.865 -3.168 2.817 -1.22 1.21 -0.61 0.46
H -4.838 2.311 2.441 -1.36 -0.94 0.51 0.22
H 2.057 3.568 4.308 -0.06 -1.49 -1.45 0.26
C 5.066 -0.912 -2.821 -0.04 0.23 -0.24 -0.49
H -3.864 -2.163 4.092 -0.39 1.72 0.41 -0.20
H 4.020 -1.889 4.729 -1.10 -0.02 -1.34 0.46
C 3.527 1.934 4.070 -1.39 1.61 -0.86 -0.21
H 1.206 1.340 -8.117 -0.05 -0.01 -0.05 0.43
H 0.108 0.213 -6.187 0.02 -0.02 -0.10 0.52
H 4.778 -1.469 2.191 -1.51 -1.12 0.26 0.22
C 3.695 -0.681 -2.779 -0.22 -0.03 0.09 -0.27
H -2.167 4.377 -5.134 -0.03 -0.05 0.10 0.37
H -5.882 -1.966 2.972 0.22 1.52 1.01 0.30
H -6.668 1.975 2.286 1.26 -0.31 0.85 0.30
F -3.496 3.554 -0.913 -0.08 0.04 0.14 -0.31
C -5.408 0.088 2.249 0.34 0.76 0.33 -0.04
H -2.075 1.403 -1.173 -0.02 0.05 -0.02 0.60
H -4.744 -1.349 5.467 0.67 0.28 -1.48 0.23
C -1.393 1.693 -3.201 -0.15 0.28 -0.07 -0.41
H -1.932 0.017 -10.698 0.07 0.02 0.04 0.40
H -6.092 -0.122 1.364 0.85 0.02 1.24 0.40
H 1.288 -0.992 1.378 0.42 1.44 0.87 0.38
H 5.519 -1.614 -2.129 -0.10 0.07 -0.03 0.40
O -0.048 -4.670 3.678 0.06 1.38 4.52 -0.45
Si 1.985 -0.603 3.759 2.43 -0.53 2.47 0.03
C -2.818 3.221 -2.023 0.41 -0.20 -0.66 0.28
H 0.584 0.559 2.042 1.52 -0.89 -0.16 0.55
F 0.281 1.354 -10.537 0.06 0.06 -0.10 -0.31
C 3.903 0.881 -4.608 -0.16 0.11 -0.09 -0.42
C 2.818 0.775 4.862 0.32 1.64 1.42 -0.67
F 3.271 -2.142 0.174 -0.78 -1.84 2.51 -0.23
C -5.619 -0.949 3.450 0.00 -0.08 -0.58 -0.84
H 3.493 0.241 5.632 -0.88 0.75 -1.26 0.37
C 3.278 -2.061 3.868 -0.06 -0.80 -0.41 -0.49
H -3.028 0.518 3.482 -0.64 -0.84 1.17 0.10
H -4.325 0.019 1.868 -1.64 -0.01 0.48 -0.10
H -1.279 -3.047 6.381 -0.02 -0.23 -1.50 0.49
H 3.067 -1.188 -2.056 0.01 0.04 -0.07 0.52
C 5.855 -0.240 -3.751 0.04 -0.02 0.02 -0.51
H 5.892 1.183 -5.363 -0.09 -0.05 0.05 0.36
H 1.983 1.261 5.502 0.98 -0.70 -1.05 0.37
C 1.559 -0.061 2.010 -1.34 0.51 -1.76 -0.16
C -1.967 -0.244 5.276 -0.06 -0.12 -0.12 -0.87
F 3.940 -4.178 0.890 -1.61 2.48 0.80 -0.34
C 2.740 3.034 3.566 1.09 -1.86 1.29 -0.73
I -1.595 -1.825 2.079 0.46 0.04 -0.22 -0.04
C 4.110 -2.335 2.543 0.86 -1.30 0.14 -0.81
Br 1.798 1.982 -0.224 0.08 -0.77 0.78 -0.20
C -1.264 -3.213 5.253 1.16 -0.88 0.33 -0.61
F 1.803 0.432 -3.638 -0.25 0.04 -0.02 -0.13
C -5.695 1.614 2.753 0.50 -0.86 -0.12 -0.95
H -5.758 1.568 3.900 -0.06 0.46 -1.78 0.26
H -2.290 -3.558 4.867 1.72 0.28 0.58 0.21
```
Forces are in eV/Å.

The SMILES is C=CC[Si@](CCC(F)(F)F)(CC(=O)Br)O[Si@](I)(CCCCCC)CC(=O)Cl.Fc1ccccc1.Fc1ccccc1.Fc1ccccc1. As for the LUMO energy: 0.08 eV. The calculation puts the calculated total energy at -6055.97693 Eh. The calculation puts the energy relative to the best compared isomer or geometry (same formula, charge and spin) at 351.5 kJ/mol. Its molecular weight is 910.12 g mol⁻¹.

***

(2)
The following is a DFT calculation (wB97M-V/def2-TZVPD) of C34H41ClGeI2N3O2RuS2Si as an isolated structure.

Structure (XYZ):
```
88
Properties=species:S:1:pos:R:3:forces:R:3:mulliken_charge:R:1
H -1.608 2.829 -1.347 0.02 -0.06 -0.01 -0.01
Ru 0.227 -0.758 -0.600 0.26 0.46 0.19 0.05
C 4.628 1.076 -0.656 0.04 -0.14 0.00 0.05
C -0.149 -1.357 -2.677 0.17 -0.21 0.22 -1.34
H -0.585 6.893 -2.114 0.01 0.00 0.00 0.40
C -2.842 -0.818 -0.147 0.14 0.17 0.01 0.07
H -0.544 4.499 -2.760 0.00 -0.01 -0.02 0.40
H 3.023 4.173 -4.425 -0.01 0.01 -0.03 0.34
Ge -3.276 2.931 1.250 -0.41 0.14 0.05 1.67
C -0.426 2.458 4.382 0.01 -0.01 0.00 -0.77
C -0.925 -1.873 2.269 -0.12 -0.30 -0.10 0.16
H -1.732 7.573 -0.030 0.00 0.01 0.00 0.43
H -3.736 -1.097 2.913 -0.01 0.02 0.01 0.06
C 5.431 3.725 -2.432 -0.05 -0.01 -0.02 -1.14
H -2.415 1.040 -1.150 0.00 -0.03 0.02 -1.04
C 3.562 1.587 -1.379 0.02 0.03 0.07 0.05
C -1.656 3.864 -1.046 -0.01 -0.03 0.03 0.33
H -0.788 -3.524 1.190 -0.02 -0.05 0.02 0.03
C 2.390 0.828 -1.294 -0.33 0.10 -0.11 0.30
H 5.935 3.864 -1.475 0.00 -0.01 0.04 0.31
H 3.135 -1.643 0.728 0.02 -0.02 -0.02 0.57
C -1.175 1.863 5.388 0.04 -0.02 0.01 -0.49
Si 3.624 3.272 -2.234 0.00 0.07 0.06 0.26
C 2.746 4.468 -1.096 0.01 -0.06 -0.04 -0.67
C -1.062 6.149 -1.488 0.02 0.01 -0.04 -0.50
H 0.783 -1.302 -3.225 -0.03 -0.07 -0.07 0.63
C -1.704 6.530 -0.320 0.01 0.03 0.02 -0.79
N -1.655 -1.115 3.067 0.15 0.16 0.09 0.33
H -4.857 1.911 -0.306 -0.05 -0.03 -0.03 0.23
H -5.605 6.205 4.345 0.01 0.00 0.01 0.40
C -1.043 4.811 -1.851 0.03 0.02 0.00 -0.89
Cl -0.320 1.174 0.605 -0.18 0.14 0.04 0.12
C -2.308 4.226 0.134 0.03 -0.11 -0.04 0.20
H 0.621 2.681 4.544 0.01 0.00 0.00 0.41
H -0.534 -2.362 -2.636 -0.15 -0.02 -0.02 0.60
C -2.323 5.578 0.477 -0.01 0.00 0.09 -0.18
H -3.930 0.255 -1.534 0.06 0.01 -0.05 0.50
C -4.864 3.901 1.947 0.07 -0.05 0.04 -0.02
H -3.115 1.154 5.966 -0.01 0.01 0.00 0.49
C -2.362 2.482 2.927 0.11 0.02 -0.04 0.75
C -3.058 -3.030 3.589 0.02 -0.01 -0.06 -0.91
H 5.972 2.964 -2.996 0.01 -0.01 -0.01 0.35
C -5.767 5.513 3.529 -0.05 0.03 0.02 -0.84
O -1.653 -1.273 -0.461 -0.43 0.04 -0.34 -0.34
H -1.279 -0.201 3.289 -0.08 -0.03 -0.03 -0.09
H 3.192 2.418 -4.533 0.02 -0.01 -0.02 0.34
H -4.165 1.712 3.814 -0.01 -0.02 -0.01 0.43
C 2.808 3.231 -3.915 0.04 -0.03 0.02 -0.92
C -4.066 1.417 0.259 0.18 -0.06 0.03 -1.02
S 0.668 -1.350 1.798 0.00 -0.03 0.05 -0.37
H -3.084 -1.094 4.564 -0.01 0.02 0.03 0.46
C -6.155 3.731 1.453 -0.02 -0.03 -0.12 -0.37
O -3.632 -1.505 0.477 -0.14 0.33 0.02 -0.71
C -1.019 2.768 3.166 -0.03 0.08 -0.01 -0.40
I -1.611 -0.304 -3.794 -0.08 0.11 -0.08 0.00
H -6.347 3.039 0.643 0.02 -0.02 -0.03 0.23
C -2.520 1.596 5.176 -0.06 -0.06 0.04 -0.82
C 3.305 -0.747 0.147 0.05 0.19 -0.08 -0.18
H 5.580 1.593 -0.674 0.01 0.02 0.02 0.38
H -4.071 -3.333 3.849 0.00 0.00 -0.01 0.43
H -8.226 4.274 1.572 0.00 0.00 -0.01 0.41
H 5.515 4.665 -2.981 0.00 0.03 -0.01 0.32
C -2.968 -1.512 3.567 -0.02 -0.05 -0.04 -0.17
H -3.720 4.932 3.452 0.01 0.01 -0.02 0.38
H -2.609 -4.666 2.238 0.05 0.00 0.06 0.51
H 1.742 4.106 -0.861 -0.02 -0.01 0.00 -0.03
N 2.265 -0.273 -0.553 0.10 -0.28 0.23 0.21
C 4.515 -0.095 0.101 -0.04 0.00 0.00 -1.39
H -7.880 5.884 3.419 -0.01 0.00 0.00 0.37
H -2.834 5.907 1.373 -0.03 -0.01 0.02 0.29
H -0.715 1.617 6.336 0.00 0.01 0.02 0.39
H 3.293 4.578 -0.158 0.00 0.00 0.02 0.36
S 0.852 1.076 -2.050 0.21 -0.02 -0.29 -0.25
C -7.234 4.433 1.976 0.00 0.00 0.00 -0.67
C -4.701 4.799 3.005 0.13 -0.03 0.07 -0.33
C -3.266 0.534 -0.711 0.00 -0.04 0.13 0.80
H 1.724 3.123 -3.858 -0.02 0.00 0.03 0.23
C -2.678 -3.578 2.222 -0.15 -0.23 0.06 -0.56
C -7.043 5.332 3.012 0.01 0.02 0.01 -0.47
H -2.376 -3.432 4.341 -0.03 0.02 0.05 0.33
I 1.044 -3.331 -0.792 0.27 -0.21 -0.23 -0.11
H -0.424 3.237 2.392 0.00 0.01 -0.01 0.49
H 5.353 -0.485 0.662 0.02 0.00 -0.01 0.40
N -1.365 -3.055 1.878 0.14 0.10 0.08 0.18
H -3.400 -3.275 1.463 0.13 -0.07 0.11 0.24
C -3.106 1.904 3.955 0.00 0.03 -0.03 -0.70
H 2.643 5.457 -1.547 0.01 0.03 -0.02 0.36
H -4.570 0.778 0.989 -0.03 0.03 0.00 0.51
```
Forces are in eV/Å.

As for the LUMO energy (alpha / beta): -1.12 / -2.17 eV. The spin multiplicity is 2. The calculation puts the calculated total energy at -5948.30257 Eh. The calculation puts the energy relative to the best compared isomer or geometry (same formula, charge and spin) at 157.9 kJ/mol. Its molecular weight is 1078.88 g mol⁻¹. Its expectation value of S² is 0.762.

***

Which value of molecular weight does entry 1 give? 910.12 g mol⁻¹